The following is a DFT calculation (the ωB97M-V functional and the def2-TZVPD basis) of a cluster of 13 separate species, C43H60O39 in total in a non-equilibrium geometry.

Values from the calculation:
DFT total energy = -4608.98943 hartree
HOMO energy = -9.9 eV
Charge = 0
ΔE to the lowest compared entry with this formula, charge and spin = 0.0000 eV

Structure (XYZ):
```
142
Properties=species:S:1:pos:R:3:forces:R:3:mulliken_charge:R:1
C 4.94997 -0.60612 -1.32822 1.304 -1.033 -2.269 0.213
H -0.06925 4.90229 -3.46542 0.310 -0.275 0.209 0.365
H -2.08816 -4.83208 2.26323 -0.400 0.138 0.126 0.193
O 6.34498 1.24103 -1.64489 -0.511 0.540 -0.231 -0.410
C -1.99975 2.66945 -2.89602 0.356 -1.720 -1.373 -0.102
C -3.38249 -4.10835 0.67444 -0.583 -0.287 0.970 -0.796
O 4.94722 -2.88214 3.01540 -0.211 -0.185 0.540 -0.537
H -1.99325 6.27580 3.31280 0.633 0.305 -0.108 0.314
C 1.34425 -1.85298 0.58300 0.410 1.506 0.834 0.041
O -3.38443 -3.69450 -3.04031 -1.032 -0.549 0.605 -0.382
H -2.79063 5.45302 -2.45125 -0.126 -0.072 -0.048 0.258
C 1.68966 1.75448 2.59199 0.186 -0.461 -0.065 1.072
C -2.02932 6.10635 2.23768 -1.412 -0.233 -0.522 -0.468
C 6.14810 -0.06766 -2.15891 0.103 -1.071 0.500 -0.536
O 2.77267 3.71335 -2.22787 0.193 -0.437 -0.715 -0.332
O -2.93186 4.02219 2.06964 -1.317 -0.124 -0.038 -0.081
C 3.96103 -2.74681 3.67238 0.774 1.118 0.084 0.641
C -5.49000 0.54644 -0.80600 0.897 -0.424 -1.403 0.413
C -1.22421 0.09591 3.91265 0.225 1.043 0.181 0.271
H 0.96423 -2.11298 3.79126 -0.042 -0.322 -0.414 -0.451
H -0.44114 0.44401 0.03750 0.177 0.190 -0.293 -0.520
H 5.15066 -1.64098 -1.05070 0.092 0.325 1.086 0.327
H -3.96410 1.36499 5.72886 0.019 -0.150 -0.215 0.440
H -4.96748 2.53290 1.45617 -0.507 0.156 -0.208 0.166
H -4.21102 2.40913 4.30606 -0.166 0.144 0.167 0.233
O -0.36285 3.57219 -6.98250 0.011 -0.192 -0.049 -0.578
H -2.78703 1.63317 -0.18470 0.214 -0.340 0.180 -0.532
O 3.08388 3.55462 2.95020 0.430 0.751 0.718 -0.388
C 2.30801 3.20995 -1.04334 0.341 1.144 -0.433 0.254
H -3.88815 -2.39900 -1.50055 -0.752 -0.435 0.240 -0.022
H 1.02565 -0.69764 -3.83919 -0.224 -0.055 -0.179 0.441
C -2.60520 -3.34117 -4.06542 0.993 -0.372 0.138 0.553
H -5.18208 -2.67875 -2.87233 -0.250 -0.342 0.965 0.330
H 4.11490 -0.72838 -2.02411 -0.641 0.845 0.594 -0.090
H 1.29996 -3.64989 4.60691 0.282 -0.204 -0.142 0.319
C -3.59693 2.23776 5.18853 0.227 0.340 0.021 -1.593
O 0.85097 -2.15816 -1.61836 0.251 0.004 -1.138 -0.365
H -4.16733 5.68535 2.58583 0.090 -0.581 0.352 0.367
H 1.98944 5.92135 -1.09018 0.067 -0.002 -0.062 0.246
C -4.15663 -2.58123 -2.53314 1.444 0.778 -2.039 0.183
C 5.47327 1.45840 -0.63099 0.832 1.051 -0.565 0.465
H -3.21345 -0.64908 -2.66018 0.509 0.112 -0.459 -0.526
O 4.67607 -6.72241 0.49684 -0.200 0.598 0.456 -0.361
C -0.48621 -0.48633 -0.53469 -0.272 0.134 0.257 0.188
O 0.79718 2.10717 -5.75887 0.936 0.157 0.430 -0.390
H 0.33412 0.88106 -3.37333 0.021 -0.008 0.031 -0.306
H -1.71112 2.74133 4.08798 0.075 0.748 0.956 -0.393
C 2.85143 5.35098 -0.72803 0.913 0.788 0.055 -0.498
O 1.86895 2.12392 -0.86600 -0.090 -0.372 -0.034 0.089
H -2.18065 5.43376 -4.14427 -0.253 0.010 0.015 0.305
C 0.89746 -1.10180 -0.66197 -1.443 -0.162 0.251 2.278
H 0.58866 -1.95917 1.36310 -0.231 -0.114 -0.304 -0.229
C -1.28721 1.41776 5.79673 1.530 -0.355 -0.329 -0.441
H -1.30414 0.47892 -4.78433 -0.474 0.125 -0.258 -0.261
O 5.31181 2.51515 -0.09285 0.103 -0.233 -0.075 -0.548
C -2.21700 4.90573 -3.19578 0.980 -0.679 -0.122 -0.419
H 2.79046 -5.66954 0.33128 0.674 -0.026 1.183 -0.049
C 4.69615 -7.98133 0.05076 -0.374 -0.825 -0.870 0.488
H 1.59184 -0.33018 -0.99780 0.171 -0.188 0.007 -0.811
C 1.49906 -3.24447 -1.18572 -0.959 -0.403 0.907 0.107
O 3.87761 -8.15833 -1.02286 -0.447 -0.042 0.562 -0.371
O -0.90378 -0.76281 3.15013 -0.005 -0.178 0.213 -0.300
C -0.76428 4.53604 -2.71044 -1.154 1.941 -1.104 -0.166
O -5.78058 1.76311 -0.34132 -1.115 0.319 0.502 -0.401
C 0.71072 0.70520 -5.50178 -0.738 -0.301 1.769 -0.023
H -0.59215 5.04953 -1.76321 0.363 -0.656 0.259 0.027
H 3.41995 5.96278 -0.02874 -0.041 -0.175 0.093 0.393
H -3.85387 -4.40714 -0.26079 0.234 -0.257 -0.050 0.438
O -1.12718 1.46511 -6.64037 -0.344 -0.056 -0.397 -0.412
H -3.38003 0.83638 1.30935 0.126 -0.100 -0.115 -0.194
O -2.78551 3.60088 -3.41424 -0.999 0.820 0.480 -0.404
H -3.68585 5.60615 0.91689 0.064 -0.446 -0.132 0.242
H -0.54617 2.10968 6.19665 -0.233 0.163 -0.019 0.292
C -3.35501 5.37493 1.93364 0.704 1.052 -0.168 -0.485
H -4.32819 3.17230 -0.12637 -0.477 0.359 0.326 0.017
O -2.54944 -7.44388 0.74410 -0.181 -0.850 -0.352 -0.371
O 1.62605 4.75392 4.22546 0.125 0.235 -0.339 -0.615
C -0.21520 2.48263 -6.51868 -1.183 -0.016 -0.090 0.588
O -2.26323 0.93436 3.74498 0.174 -1.201 0.244 -0.183
O -2.51626 -1.99956 -4.12812 0.639 0.076 -0.367 -0.213
O 2.73903 -3.00761 3.24653 -0.769 -1.050 -1.541 -0.209
C -0.78836 0.42002 -5.73837 2.680 -0.279 0.269 0.323
H 3.47580 2.18809 1.51311 0.410 -0.137 0.283 -0.369
H -1.19525 -1.09011 0.03858 0.246 -0.426 -0.119 -0.058
H -0.92556 -0.31308 -1.51698 0.123 0.263 0.001 -0.226
H 7.06104 -0.63451 -1.96995 -0.035 0.024 -0.066 0.299
O -6.17850 -0.08826 -1.54867 0.123 0.077 0.722 -0.575
O 3.89574 -2.16826 4.90264 -0.130 0.154 0.216 -0.404
C 1.90676 3.81640 3.54416 0.165 -0.703 0.003 0.562
H 2.28572 -0.85193 5.16391 0.130 0.067 0.304 0.158
H 2.13040 -1.21746 1.00801 0.417 -0.754 0.257 0.043
C 1.03369 0.37453 -4.03478 0.886 0.518 -0.709 -0.616
O -1.06277 5.15933 1.80028 0.293 -0.232 -0.130 -0.277
O 2.40741 4.17643 -0.10815 -0.727 -0.992 0.863 -0.235
O 1.67862 -4.24301 -1.80320 0.465 0.070 -0.270 -0.511
H 1.37809 0.20452 -6.20181 -0.082 -0.108 -0.059 0.470
O -0.53238 0.45033 5.03569 0.015 -0.836 -0.368 -0.288
H 4.04289 -5.08777 -0.70323 0.715 -0.079 0.324 0.043
O 5.34888 -8.86878 0.48649 0.476 -0.053 0.455 -0.549
H -4.22754 -0.97568 -4.08884 -0.230 0.083 0.352 0.260
H -1.75486 0.87868 6.62248 -0.434 0.209 -0.173 0.285
C 3.69364 -5.98198 -0.19509 -2.115 -0.098 -1.236 0.433
H 2.05306 -7.01828 -1.30072 0.036 -0.740 0.427 0.270
H -4.18816 -3.90649 1.38996 -0.141 0.163 -0.155 0.346
C -3.54122 -1.41182 -3.36079 -1.040 0.269 0.431 0.450
C -2.55173 -5.20060 1.34582 0.758 0.614 -0.254 0.525
H 1.25481 1.71523 1.59066 0.064 -0.160 0.098 -0.486
C 3.66258 4.79512 -1.87096 0.298 0.352 0.966 -0.390
H -4.29753 -6.46238 1.22760 -0.033 -0.354 0.117 0.283
H 2.31944 -2.37240 6.21513 0.137 0.678 0.343 0.312
C -3.26640 -6.55362 1.57152 0.146 1.061 -0.222 -0.429
O -2.25246 1.49401 -2.83220 -0.296 0.857 0.395 -0.425
C 3.13756 -6.97352 -1.25716 1.408 1.804 -0.958 -0.109
C 2.51250 -1.90999 5.25145 0.305 -1.614 -0.525 -0.216
H 3.47305 -6.53921 -2.20228 -0.273 -0.517 -0.331 0.217
C -3.65533 1.22701 0.33074 0.878 0.174 0.289 0.961
C -1.52916 -6.84532 0.11705 0.809 1.494 0.158 0.465
O -0.77575 3.14303 -2.68506 0.865 -0.136 1.288 0.295
H 1.49081 0.84107 3.15752 0.142 -0.079 -0.257 -0.397
H -2.86282 -3.16209 0.53521 0.336 -0.184 -0.010 -0.307
O 1.77485 -3.11708 0.14121 0.657 -0.025 -0.372 0.158
C -1.63564 3.94345 1.72974 0.739 -0.509 0.197 -0.090
H -3.20586 -6.88916 2.60520 -0.118 -0.058 -0.054 0.308
O -2.00012 -4.10865 -4.75203 -0.330 0.476 0.124 -0.577
O -0.76312 -7.31486 -0.65318 -0.211 -0.631 -0.017 -0.492
H -0.68219 -0.61392 -6.07087 -1.492 0.145 -0.818 0.426
H -1.96493 6.97564 1.58935 0.330 0.316 0.542 0.331
O -4.20752 0.19754 -0.47761 -1.083 0.102 0.243 -0.032
C 1.75203 -2.74943 4.19295 -0.517 1.414 1.089 0.530
H 3.85995 1.62751 3.17687 -0.141 0.129 0.158 0.377
C 3.16069 2.18917 2.55804 -0.461 -0.079 -1.363 0.431
H 3.94987 5.60652 -2.53899 -0.855 -0.601 -1.051 0.403
O -1.42601 -5.53607 0.52465 -0.493 -0.832 -0.234 -0.157
C -2.17116 1.99099 4.73039 -1.397 -0.123 -0.542 1.283
C -4.72552 2.31564 0.41953 1.053 -0.518 -0.605 0.175
H 5.91265 -0.11654 -3.22037 0.178 0.575 -0.021 0.307
O 1.06567 2.80028 3.29567 -1.012 0.497 0.852 -0.234
H -3.67926 3.06385 5.89644 0.091 0.205 -0.231 0.379
O -1.09491 2.91583 1.45624 -0.089 0.490 -0.120 0.090
H 4.60231 4.32175 -1.58056 -0.061 0.145 0.431 0.170
H 2.04473 0.72969 -3.81972 -0.026 0.029 0.193 0.300
O 4.84117 0.35009 -0.31649 -1.598 -1.053 1.013 -0.015
```
Forces are in eV/Å.